55
Properties=species:S:1:pos:R:3 method="wB97M-V/def2-TZVPD" gap_ev=9.238 charge=0 energy_ha=-1264.07806 e_lumo_ha=0.0186 fmax_ha_per_bohr=0.328
C -4.5536 -1.5059 0.4197
C -3.1778 -0.9541 0.5914
H -2.7312 -1.3937 1.4485
H -3.0391 0.1571 0.7148
O -2.2942 -1.2269 -0.3135
C -1.1153 -0.8192 -0.4680
O -0.7731 0.0213 0.2802
C -0.2113 -1.3196 -1.7566
N 1.1201 -0.7597 -1.8538
H 0.9043 0.2076 -1.6977
C 2.2095 -1.4967 -1.0831
C 1.9335 -1.1589 0.4812
O 1.3030 -2.0045 1.2261
N 1.8946 -0.0816 1.0479
C 2.3040 1.3888 0.5347
C 2.1807 2.1238 1.8335
H 1.8907 3.2860 1.5191
C 1.0096 1.6111 2.6377
C 1.2799 0.1864 2.2804
H 0.3419 -0.5395 2.4958
C 2.2666 -0.3026 3.5602
O 2.7567 0.1264 4.4523
O 2.4620 -1.7820 3.4254
H 1.9731 -2.2666 2.7394
H 1.2620 2.1286 3.4143
H 0.0407 1.9340 2.0311
H 3.0041 2.2636 2.4341
H 3.3335 1.1831 -0.0284
H 1.5278 1.4747 -0.1083
C 3.3607 -0.9476 -1.4318
H 4.2609 -1.0995 -0.7915
H 3.4783 0.2731 -1.6898
H 3.7000 -1.4764 -2.4007
H 1.9747 -2.4033 -1.0224
C -1.0688 -1.2985 -2.9870
H -0.5049 -2.1050 -3.9333
H -2.0223 -1.5199 -2.9474
C -1.1608 -0.1530 -3.5970
C -1.5741 1.0773 -2.6999
C -2.7985 0.8869 -2.2272
C -3.5618 1.8414 -1.2633
C -2.5156 2.6677 -0.6993
C -1.2306 3.0068 -1.1555
C -0.8478 2.1608 -2.0603
H 0.3603 2.2444 -2.5532
H -0.7641 3.8598 -0.9412
H -3.0765 3.6420 -0.0284
H -4.6169 1.9162 -0.9384
H -3.5004 0.3258 -2.7349
H 0.0542 0.2745 -3.8988
H -1.6737 0.1001 -4.6107
H -0.1476 -2.4512 -1.5434
H -5.1865 -1.0374 1.0612
H -4.9916 -1.0469 -0.4527
H -4.6879 -2.5792 0.3482

21
Properties=species:S:1:pos:R:3 method="wB97M-V/def2-TZVPD" gap_ev=11.805 charge=+1 energy_ha=-365.79108 e_lumo_ha=-0.1020 fmax_ha_per_bohr=0.041
O 1.0643 0.8396 -1.6399
C -0.3295 0.4854 -1.5600
C -0.5177 -0.6866 -0.5961
N -0.3609 -0.1724 0.7997
C 0.0943 -1.1827 1.8207
C -1.9199 -1.2293 -0.8147
H 1.4819 0.3842 -2.3820
H -0.7268 0.2962 -2.5444
H -0.7472 1.4150 -1.1563
H 0.2711 -1.3860 -0.8680
H 0.2944 0.6240 0.7792
H -1.2828 0.1447 1.0689
H -0.7109 -1.3684 2.5207
H 0.9456 -0.7710 2.3264
H 0.4063 -2.0891 1.3100
H -1.9612 -1.6783 -1.8119
H -2.1288 -2.1760 -0.2925
H -2.6707 -0.4878 -0.5707
H 2.4490 1.3731 1.3242
H 1.7335 2.6088 1.8401
O 1.5848 1.6783 1.6290

184
Properties=species:S:1:pos:R:3 method="wB97M-V/def2-TZVPD" gap_ev=7.780 charge=0 energy_ha=-8241.99895 e_lumo_ha=-0.0068 fmax_ha_per_bohr=0.083
K -1.3255 -0.6914 -2.2633
P 0.3238 -0.2193 0.9773
F 1.8252 -0.2338 1.5624
F 0.7510 -1.7317 0.5028
F -0.3582 -0.7482 2.3311
F -1.1563 -0.4314 0.3856
F 0.0752 1.3325 1.4578
F 0.9464 0.3571 -0.3477
C 4.5235 2.7298 -3.6682
C 5.2824 2.9736 -4.9146
C 5.6841 1.6450 -5.5013
C 6.4380 1.8194 -6.7477
N 7.0132 1.9423 -7.7111
H 5.0147 2.0125 -3.0107
H 3.5326 2.2963 -3.8032
H 4.4303 3.6973 -3.1750
H 6.1098 3.6385 -4.6669
H 4.7231 3.5590 -5.6444
H 4.8519 0.9844 -5.7443
H 6.2790 1.0606 -4.7994
C 4.0575 -1.8662 6.1500
C 4.4032 -3.1372 5.4787
C 5.7011 -3.7734 5.9115
C 5.6523 -5.2531 5.7040
N 5.5815 -6.4010 5.5523
H 3.1971 -1.5360 5.5681
H 4.9247 -1.2125 6.2437
H 3.7509 -2.0519 7.1794
H 4.5588 -3.0581 4.4027
H 3.5256 -3.7829 5.5094
H 5.8040 -3.7240 6.9955
H 6.5306 -3.3923 5.3160
C 3.7959 2.2408 -0.3268
C 4.7675 1.7372 0.7233
C 6.1935 2.1186 0.1916
C 6.5721 1.1858 -0.8605
N 6.8278 0.4519 -1.7072
H 2.8191 2.2925 0.1540
H 3.5888 1.5096 -1.1082
H 3.9361 3.1837 -0.8554
H 4.7676 0.6611 0.8965
H 4.4047 2.1175 1.6782
H 6.8692 2.0698 1.0455
H 6.3384 3.1258 -0.1991
C -5.7807 4.4063 -2.0871
C -5.8739 3.9544 -3.5515
C -6.3558 2.4601 -3.5557
S -5.5472 1.7502 -2.1024
O -4.3659 1.0019 -2.3989
O -6.6470 1.2022 -1.2935
C -4.9835 3.3332 -1.3816
H -6.7955 4.6254 -1.7552
H -5.2581 5.3614 -2.0331
H -4.9739 3.9883 -4.1654
H -6.5807 4.6122 -4.0573
H -5.9489 1.8486 -4.3611
H -7.4173 2.5840 -3.3413
H -3.9708 3.4393 -1.7706
H -4.8350 3.4528 -0.3085
C -3.3407 1.3257 2.4723
C -4.3308 2.2774 3.2577
C -5.1072 1.3215 4.0831
S -5.5222 -0.1858 2.9679
O -6.7819 0.0553 2.2530
O -5.2259 -1.3862 3.7392
C -4.1232 0.1824 1.7685
H -2.7231 0.7752 3.1820
H -2.5719 1.8337 1.8900
H -4.9378 2.8220 2.5345
H -3.7509 3.0657 3.7377
H -5.9201 1.6525 4.7294
H -4.4339 0.8042 4.7666
H -4.4238 0.4606 0.7584
H -3.5791 -0.7037 1.4416
C 4.0769 -1.5337 -4.0796
C 3.8979 -1.1138 -2.6969
C 2.8981 -1.9988 -1.9696
S 1.8901 -2.7971 -3.3320
O 0.5456 -2.2408 -3.2131
O 2.1181 -4.2092 -3.3042
C 2.7437 -2.0649 -4.7015
H 4.7758 -2.3650 -4.1720
H 4.4967 -0.7768 -4.7422
H 3.5103 -0.1024 -2.8191
H 4.8340 -1.1611 -2.1407
H 2.0469 -1.5525 -1.4554
H 3.3115 -2.7688 -1.3182
H 2.1038 -1.2126 -4.9298
H 2.7023 -2.8171 -5.4892
C -7.3978 -3.3308 -2.7505
C -6.4866 -4.1975 -3.5341
C -5.1627 -4.2717 -2.7200
S -4.8494 -2.5196 -2.2858
O -4.2632 -1.8516 -3.4740
O -4.4093 -2.2411 -0.9125
C -6.7051 -2.1608 -2.2085
H -7.7353 -3.9825 -1.9445
H -8.2177 -3.0035 -3.3898
H -6.3112 -3.8273 -4.5442
H -6.9406 -5.1793 -3.6691
H -4.3573 -4.7366 -3.2886
H -5.2534 -4.7891 -1.7649
H -6.8675 -1.3060 -2.8650
H -6.7910 -1.9705 -1.1386
C 0.8610 6.4501 0.5038
C 1.0758 4.9854 0.5929
C -0.0082 4.2518 -0.3178
S -0.2435 5.4132 -1.7723
O -1.6804 5.5847 -1.9221
O 0.7231 5.0944 -2.8587
C 0.5045 6.8288 -0.9128
H 1.5718 7.1996 0.8516
H -0.0517 6.7040 1.0430
H 1.1295 4.5741 1.6009
H 2.0728 4.7625 0.2130
H -0.8799 4.0925 0.3168
H 0.4228 3.3918 -0.8305
H -0.1850 7.6730 -0.9204
H 1.3522 7.0447 -1.5631
C -0.0740 2.0496 -8.1312
C -0.6565 3.0783 -7.3000
C -0.1666 3.0303 -5.8385
S 0.3519 1.2817 -5.5219
O -0.6764 0.5464 -4.7866
O 1.7594 1.1398 -5.1110
C 0.1362 0.7968 -7.2138
H 0.9335 2.3620 -8.4056
H -0.6484 1.9014 -9.0456
H -1.7238 2.8574 -7.2896
H -0.6089 4.1041 -7.6656
H -0.9508 3.2880 -5.1267
H 0.7038 3.6620 -5.6610
H -0.8444 0.3263 -7.2858
H 1.0251 0.2312 -7.4932
C -0.9669 -5.4238 2.2083
C -2.2402 -4.6952 2.5577
C -2.3973 -3.5551 1.4458
S -2.1731 -4.3799 -0.1290
O -1.5594 -3.4937 -1.1454
O -3.3331 -5.3021 -0.3443
C -0.8108 -5.3729 0.5896
H -1.0921 -6.4606 2.5206
H -0.0787 -5.2352 2.8113
H -2.2901 -4.2622 3.5568
H -3.1753 -5.2483 2.6460
H -1.6662 -2.7721 1.6472
H -3.3305 -3.0001 1.3496
H 0.1429 -4.9406 0.2866
H -0.9385 -6.4052 0.2638
C -0.8550 -2.3168 5.3559
C 0.1343 -1.3814 6.0950
C -0.7614 -0.6945 7.1310
S -2.4031 -0.2494 6.4758
O -2.3217 1.0947 5.8193
O -3.5502 -0.6242 7.2830
C -2.1541 -1.4564 5.1099
H -1.1242 -3.1836 5.9594
H -0.3783 -2.4726 4.3881
H 0.5197 -0.7068 5.3304
H 0.9730 -1.9022 6.5568
H -0.3302 0.1721 7.6323
H -1.0283 -1.3552 7.9559
H -2.1193 -0.9607 4.1398
H -3.0893 -2.0116 5.0376
N 1.5078 1.3032 3.6858
C 0.8600 2.1918 4.4223
C 1.7451 2.6807 5.3827
C 3.0377 2.1483 5.0807
C 2.7926 1.2087 4.1092
H 1.1422 0.5684 3.0972
H -0.1795 2.4421 4.2703
H 1.6388 3.4681 6.1142
H 3.9692 2.3288 5.5966
H 3.4379 0.4756 3.6482
N 2.7609 -2.9051 1.9596
C 2.3424 -3.8730 2.8552
C 3.3498 -4.8443 2.9007
C 4.3760 -4.4687 2.0975
C 3.9879 -3.2433 1.5098
H 2.2745 -2.0357 1.7935
H 1.3287 -3.8557 3.2276
H 3.3131 -5.7949 3.4120
H 5.2880 -5.0093 1.8914
H 4.5707 -2.6330 0.8359